[1]
{
  "formula": "C8H12AgFO6",
  "method": "ωB97M-V with the def2-TZVPD basis set",
  "energy_ha": -1009.88103,
  "molar_mass_da": 331.04,
  "e_homo_ev": [-13.01, -13.01],
  "e_lumo_ev": [-4.960, -10.065],
  "multiplicity": 2,
  "total_charge": 1,
  "s2": 0.759,
  "orbital_gap_ev": [8.049, 2.943],
  "elements": ["Ag", "F", "C", "C", "C", "O", "C", "O", "O", "H", "H", "H", "H", "H", "H", "C", "C", "C", "O", "C", "O", "O", "H", "H", "H", "H", "H", "H"],
  "positions_angstrom": [[2.893, 1.691, -2.859], [2.000, 0.772, -1.041], [1.236, -0.446, 2.085], [1.950, 0.972, 2.123], [1.064, 2.187, 1.714], [1.240, 3.119, 2.703], [1.814, 2.535, 3.739], [2.160, 3.095, 4.750], [2.154, 1.267, 3.431], [0.317, -0.331, 2.660], [1.891, -1.135, 2.618], [1.133, -0.744, 1.042], [2.911, 0.879, 1.619], [0.019, 1.940, 1.524], [1.355, 2.669, 0.781], [-1.105, -0.198, -1.296], [-2.260, -1.036, -1.899], [-2.108, -1.533, -3.337], [-2.392, -2.940, -3.183], [-2.282, -3.301, -1.873], [-2.215, -4.411, -1.447], [-2.301, -2.161, -1.098], [-1.315, 0.030, -0.251], [-0.856, 0.724, -1.822], [-0.097, -0.611, -1.352], [-3.250, -0.618, -1.711], [-1.087, -1.378, -3.685], [-2.870, -1.035, -3.937]],
  "forces_ev_per_angstrom": [[-0.50, -0.60, 1.00], [0.50, 0.68, -0.56], [0.69, -0.36, 0.52], [-2.59, 1.47, -0.36], [0.70, -0.89, -3.20], [-0.44, 0.21, 1.48], [0.70, 3.74, 2.12], [-0.51, -1.60, -1.28], [1.09, -1.79, 1.06], [-0.08, -0.03, -0.33], [-0.08, -0.11, -0.15], [-0.09, 0.32, -0.05], [0.46, -0.35, -0.63], [-0.23, -0.34, 0.53], [0.35, -0.40, -0.18], [0.08, 0.73, -0.74], [0.74, 1.58, 0.83], [-0.40, -0.12, 1.13], [0.39, 0.11, -0.14], [-0.24, 0.15, 0.44], [-0.09, 0.85, -0.46], [0.38, -3.02, 0.24], [-0.12, 0.03, -0.06], [-0.82, 0.44, -0.08], [-0.24, -1.05, 0.07], [0.16, 0.90, -0.45], [-0.13, -0.16, -0.33], [0.30, -0.41, -0.42]],
  "lowdin_charge": [0.799, -0.637, 0.098, -0.208, -0.076, 0.157, -0.463, 0.283, 0.243, 0.113, 0.107, 0.099, 0.212, 0.161, 0.144, -0.036, -0.339, -0.065, 0.066, -0.513, 0.176, 0.052, 0.071, 0.071, 0.060, 0.155, 0.131, 0.137]
}

---

[2]
{
  "formula": "NO4P",
  "method": "ωB97M-V with the def2-TZVPD basis set",
  "energy_ha": -696.90943,
  "molar_mass_da": 108.98,
  "relative_energy_kcal_mol": 91.7,
  "e_homo_ev": [0.63, 1.13],
  "e_lumo_ev": [7.402, 7.397],
  "total_charge": -2,
  "orbital_gap_ev": [6.773, 6.267],
  "elements": ["N", "O", "O", "O", "O", "P"],
  "positions_angstrom": [[0.839, 0.139, -0.691], [-1.692, 0.912, -0.705], [0.678, 1.069, 0.462], [1.935, -1.487, -0.265], [-1.112, -0.766, 1.149], [-0.648, 0.132, 0.049]],
  "forces_ev_per_angstrom": [[1.85, -2.22, -0.51], [0.07, -0.30, -0.15], [-0.67, -0.21, 0.18], [-1.14, 1.66, -0.38], [0.18, -0.20, -0.42], [-0.30, 1.28, 1.27]],
  "lowdin_charge": [-0.206, -0.463, -0.347, -0.712, -0.433, 0.161]
}

---

[3]
{
  "formula": "C2H4ClN2PS3",
  "method": "ωB97M-V with the def2-TZVPD basis set",
  "energy_ha": -2184.17192,
  "molar_mass_da": 218.70,
  "relative_energy_kcal_mol": 0.0,
  "e_homo_ev": [-8.36, -8.27],
  "e_lumo_ev": [-1.377, -1.075],
  "total_charge": 0,
  "orbital_gap_ev": [6.984, 7.192],
  "elements": ["C", "C", "N", "N", "P", "S", "S", "S", "Cl", "H", "H", "H", "H"],
  "positions_angstrom": [[1.760, 0.750, 0.968], [-0.184, -0.690, -0.290], [2.568, 1.029, 2.113], [3.730, 0.920, 2.238], [4.438, 0.052, -0.010], [5.913, 0.677, -1.114], [2.663, 0.880, -0.721], [0.796, -0.769, 1.268], [4.216, -1.944, 0.109], [0.941, 1.582, 1.065], [0.667, -0.714, -1.146], [-0.836, 0.150, -0.254], [-0.908, -1.434, -0.185]],
  "forces_ev_per_angstrom": [[-2.77, 1.67, -1.22], [3.46, 0.71, -0.45], [1.96, -0.24, 0.85], [-0.46, -0.65, -1.37], [0.36, 1.72, 0.29], [-0.38, -0.44, 0.62], [-0.61, -0.22, 1.62], [0.04, -0.05, -0.37], [-0.05, -0.42, 0.11], [1.68, -1.24, -0.92], [-2.83, -0.14, 1.66], [0.12, 1.41, -0.39], [-0.51, -2.10, -0.43]],
  "lowdin_charge": [-0.951, -0.390, -0.177, 0.104, -0.343, 0.088, 0.520, 0.759, 0.202, 0.110, 0.058, 0.019, 0.000]
}

---

[4]
{
  "formula": "F2H2O2Si",
  "method": "ωB97M-V with the def2-TZVPD basis set",
  "energy_ha": -641.05665,
  "molar_mass_da": 100.10,
  "relative_energy_kcal_mol": 62.4,
  "e_homo_ev": -11.49,
  "e_lumo_ev": -0.241,
  "total_charge": 0,
  "orbital_gap_ev": 11.250,
  "elements": ["O", "O", "F", "F", "Si", "H", "H"],
  "positions_angstrom": [[0.478, 0.710, 1.224], [0.865, 0.017, -1.368], [-0.608, -1.851, 0.231], [-1.603, 0.760, -0.474], [-0.144, 0.276, -0.181], [-0.029, 1.084, 1.984], [1.041, -0.996, -1.417]],
  "forces_ev_per_angstrom": [[-0.47, 1.05, 0.59], [0.77, -2.13, -0.59], [0.96, 3.99, -0.92], [0.32, 0.47, -0.17], [-1.64, -5.13, 2.17], [0.51, -0.59, -1.12], [-0.45, 2.35, 0.04]],
  "lowdin_charge": [-0.050, -0.070, -0.464, -0.029, 0.353, 0.115, 0.145]
}